The following is a DFT calculation (wB97M-V/def2-TZVPD) of a 5-piece molecular cluster, C34H41ClN9O9 overall.

Geometry as ORCA input:
```
! RIJCOSX wB97M-V def2-TZVPD def2/J DEFGRID3
* xyz 1 1
C 6.06 -4.98 0.72
C 5.14 -3.76 0.74
C 3.89 -4.01 -0.12
C 4.10 -3.73 -1.60
N 2.70 -3.32 0.43
C 1.84 -3.78 1.34
Cl 1.96 -5.31 2.02
N 0.89 -2.93 1.64
C 1.16 -1.84 0.90
N 0.47 -0.71 0.90
C -0.75 -0.47 1.68
C -1.84 -1.52 1.49
C -2.07 -1.97 0.05
O -2.82 -3.16 -0.01
C -2.07 -4.33 0.20
N 2.25 -2.05 0.16
N 2.85 -1.20 -0.77
H 7.11 -4.71 0.82
H 5.79 -5.67 1.51
H 5.96 -5.53 -0.22
H 4.80 -3.61 1.77
H 5.66 -2.87 0.40
H 3.63 -5.06 -0.01
H 4.55 -4.59 -2.08
H 4.78 -2.89 -1.75
H 3.17 -3.47 -2.11
H 0.83 0.07 0.37
H -0.50 -0.33 2.73
H -1.12 0.49 1.34
H -2.77 -1.09 1.87
H -1.63 -2.38 2.12
H -2.68 -1.23 -0.46
H -1.13 -2.09 -0.50
H -2.75 -5.17 0.10
H -1.62 -4.37 1.19
H -1.28 -4.42 -0.56
H 3.86 -1.28 -0.70
H 2.59 -0.25 -0.52
C -3.78 4.02 -2.98
C -4.50 2.95 -2.46
C -4.25 2.49 -1.18
C -3.27 3.12 -0.44
C -2.54 4.19 -0.93
C -2.80 4.63 -2.21
N -2.99 2.65 0.92
O -3.62 1.69 1.34
O -2.12 3.22 1.56
H -3.97 4.37 -3.98
H -5.26 2.47 -3.06
H -4.81 1.66 -0.76
H -1.78 4.66 -0.32
H -2.23 5.46 -2.62
C -2.34 3.74 5.14
C -2.24 3.94 6.51
C -2.96 3.14 7.38
C -3.76 2.15 6.86
C -3.88 1.93 5.50
C -3.16 2.74 4.63
N -4.51 1.28 7.79
O -4.41 1.50 8.97
O -5.18 0.39 7.30
H -1.78 4.37 4.46
H -1.61 4.73 6.90
H -2.90 3.29 8.45
H -4.52 1.15 5.13
H -3.23 2.58 3.57
C -1.30 -4.08 -4.84
C -0.24 -3.34 -4.33
C -0.24 -1.96 -4.42
C -1.32 -1.34 -5.03
C -2.39 -2.05 -5.55
C -2.37 -3.44 -5.44
N -1.34 0.13 -5.12
O -0.40 0.74 -4.65
O -2.31 0.64 -5.64
H -1.30 -5.16 -4.76
H 0.60 -3.84 -3.86
H 0.58 -1.38 -4.04
H -3.21 -1.54 -6.02
H -3.19 -4.01 -5.84
C 4.63 5.09 -2.43
C 4.57 5.43 -1.08
C 3.89 4.62 -0.19
C 3.29 3.47 -0.67
C 3.33 3.11 -2.01
C 4.01 3.94 -2.89
N 2.58 2.60 0.27
O 2.50 2.94 1.42
O 2.08 1.56 -0.16
H 5.16 5.73 -3.12
H 5.05 6.33 -0.72
H 3.83 4.87 0.86
H 2.84 2.22 -2.36
H 4.05 3.68 -3.94
*
```

Calculated total energy   -2949.71816 hartree
Kohn-Sham gap   7.71 eV